[1]
Computed, not measured: 2 unconnected molecules or ions with the total composition C2H3FS2 at a distorted geometry, with ωB97M-V with the def2-TZVPD basis set.

Energy relative to the best compared isomer or geometry (same formula, charge and spin) = 43.3 kcal per mole
Total energy = -974.1502 hartree
SMILES = FC=S.C=S
LUMO level = -0.67 eV

```
8
Properties=species:S:1:pos:R:3:lowdin_charge:R:1
F -3.78226 0.37322 -0.70591 -0.023
C -2.68973 -0.38420 -0.56561 -0.695
S -1.17055 0.05702 -0.21083 0.662
H -2.84824 -1.35999 -0.93805 0.033
C 2.61200 0.18661 0.74622 -0.549
S 2.01561 0.47191 -0.74703 0.545
H 3.75228 0.42155 0.69959 0.018
H 2.11088 0.23388 1.72162 0.009
```

---

[2]
Computed, not measured: C2H3FS3 in the gas phase at a distorted geometry, with ωB97M-V with the def2-TZVPD basis set.

Energy relative to the best compared isomer or geometry (same formula, charge and spin) = 34.4 kcal per mole
Total energy = -1372.3453 hartree
LUMO level = -1.35 eV

```
9
Properties=species:S:1:pos:R:3:lowdin_charge:R:1
C -0.85919 -0.48195 0.57734 -0.578
C -1.13378 0.60147 -0.14213 -0.274
F -0.70890 0.84183 -1.37296 0.026
S 0.12682 -1.86945 0.10851 0.539
S 2.08815 -0.54310 -0.33733 0.130
S 2.14165 1.09480 0.72973 0.047
H -1.25815 -0.67753 1.63867 0.093
H -1.74684 1.22799 0.34953 0.079
H 1.35025 -0.19406 -1.55135 -0.061
```

---

[3]
Computed, not measured: a molecular structure, C2H3FSi at a distorted geometry, with ωB97M-V with the def2-TZVPD basis set.

Energy relative to the best compared isomer or geometry (same formula, charge and spin) = 83.5 kcal per mole
Total energy = -467.2123 hartree
LUMO level = -0.35 eV

```
7
Properties=species:S:1:pos:R:3:lowdin_charge:R:1
C -0.18299 0.99592 0.12790 -0.146
C 0.14236 -0.02277 0.87370 -0.240
F 0.28741 -0.06590 2.61358 -0.272
Si 0.04949 -0.66422 -0.84801 0.746
H -0.42232 2.03863 0.19915 0.054
H -1.11103 -1.41632 -1.30409 -0.070
H 1.23708 -0.86535 -1.66223 -0.071
```

---

[4]
Computed, not measured: a molecular structure, C2H3HgO2P at a distorted geometry, with ωB97M-V with the def2-TZVPD basis set.

2S+1 = 2
Total energy = -722.7820 hartree
LUMO level (alpha / beta) = -6.25 / -6.98 eV
Net charge = +1

```
9
Properties=species:S:1:pos:R:3:lowdin_charge:R:1
O 1.50526 -1.61266 0.59121 -0.094
C 1.55463 -1.23872 -0.58364 -0.678
H 2.27074 -1.36202 -1.55646 0.130
P 1.97166 0.36174 -0.16952 0.955
C -3.23946 -0.93798 0.24330 -0.055
O -2.87890 0.18677 -0.03334 -0.261
Hg -0.96126 1.43619 -0.44794 0.788
H -4.31432 -1.19716 0.25250 0.114
H -2.51186 -1.75777 0.38571 0.101
```

---

Which of these has the highest total energy?
C2H3FSi

---

The highest total energy belongs to which entry?
C2H3FSi

---

Look up the total energy of the first one.
-974.1502 hartree

---

Among the records above, which one has the highest total energy?
C2H3FSi